# 1
Density functional theory data (ωB97M-V with the def2-TZVPD basis set) for 4 unconnected molecules or ions with the total composition C37H64Br2N3O13P2 at a distorted geometry.

Properties
Energy (Eh): -8421.1359
E_HOMO (Ha): -0.1569
LUMO (Eh): 0.0687
Charge: -1
Spin multiplicity: 1

CARTESIAN COORDINATES (ANGSTROEM)
C 2.20 -3.10 2.33
H 6.96 1.08 -8.61
H -6.69 -4.90 2.26
P 0.08 -0.80 0.27
C 1.14 -2.36 -0.05
H -2.66 0.22 -0.67
C -5.25 -3.26 -0.67
H 3.69 2.85 -1.62
H -0.78 7.63 -1.94
H 6.10 2.54 -9.19
C 0.31 0.02 -1.44
C -4.51 -4.37 5.03
C 7.19 3.23 -6.31
O -1.57 0.26 -3.00
H -6.37 4.65 4.42
O -1.49 -1.52 -0.11
H -3.36 4.38 -2.13
C 6.51 2.52 -3.12
O 4.59 -3.14 2.81
H -4.08 -1.63 -1.80
O 2.30 1.59 -0.01
Br -0.53 -2.28 -3.49
H 6.27 3.53 -3.46
H 9.48 2.92 -7.72
O -1.62 0.90 4.77
H 8.63 4.37 -8.29
C -3.45 -5.02 4.01
C -1.51 -0.09 4.01
H 6.02 -5.71 3.11
C -5.24 4.44 4.34
C 3.71 -3.60 2.02
H 6.61 -6.68 1.66
H 1.60 2.26 0.23
H -2.72 -4.38 2.01
C -4.63 -5.47 1.62
C -2.21 3.97 4.16
H -5.01 -3.41 4.66
H 5.28 3.48 -1.11
O 3.78 0.24 -2.57
H -4.75 -0.38 0.89
H -1.47 6.11 -0.01
C 1.16 -3.42 1.15
N 7.40 2.84 -7.59
O -3.71 5.76 -3.58
H -0.16 -1.43 1.57
H -5.95 -2.74 1.49
C -3.15 3.46 3.05
H 1.40 -0.16 -1.76
C -2.05 0.39 1.40
H 5.60 -5.42 -0.01
C 5.40 -4.93 1.01
H -2.36 -1.53 2.55
H -3.42 -6.15 4.05
C 4.72 2.59 -1.38
C -0.65 -0.51 -2.59
C -2.44 -0.40 2.76
C -2.57 -0.57 0.16
H 4.85 -6.88 2.13
C -2.81 4.73 5.38
H 5.60 1.75 -7.68
H 1.42 -4.44 0.69
C -4.03 -1.15 0.41
H 0.07 1.14 -1.31
H 7.30 2.57 -2.37
O -1.60 3.37 1.19
H 2.22 -2.03 2.69
H -1.31 7.13 -3.57
P 1.95 0.18 0.92
H -4.29 -3.48 2.64
O -0.68 0.60 1.08
C -6.17 -3.47 0.62
C 5.69 -6.11 2.09
H -2.44 7.97 -2.49
C -1.61 7.25 -2.53
Br -0.06 -1.39 4.50
H 8.63 2.89 -9.29
H 6.16 -4.07 1.09
H -4.04 -5.78 0.69
H 4.71 1.89 -0.54
O 7.94 3.93 -5.65
H 1.34 1.48 2.69
H -4.36 -3.98 -0.69
H -2.39 -4.64 4.28
O -3.02 1.47 1.33
O 1.84 0.64 2.59
H 0.69 -2.91 -0.96
C 6.46 2.00 -8.31
O 4.02 -4.51 0.98
C -4.77 -1.73 -0.89
H 0.13 -3.57 1.65
H 6.86 1.93 -3.97
C -3.74 -4.47 2.51
H 6.24 2.84 -5.89
H -5.36 -5.14 5.16
H -1.09 3.77 4.07
H -4.76 -6.43 2.24
C -2.51 2.71 1.77
C -3.10 5.34 -2.61
H 2.18 -2.00 -0.38
H -4.74 5.59 6.36
H -5.69 -1.07 -1.12
H -3.91 -2.05 1.13
H 1.87 -3.74 3.24
C 4.77 0.79 -3.01
C -4.68 3.68 3.13
H -4.00 -4.13 6.04
H -1.82 4.46 -0.57
H -5.90 -3.52 -1.58
H -0.33 5.27 -1.09
C 8.60 3.28 -8.27
H -7.26 -3.24 0.32
C -4.33 5.00 5.48
H -2.07 5.11 6.16
N -2.06 5.98 -2.00
H -6.59 -5.69 0.55
H 5.31 0.38 -3.88
H -3.53 -0.13 3.04
C -1.38 5.42 -0.85
H -5.40 3.31 2.33
C -6.11 -4.94 1.27
N 5.33 1.94 -2.53



# 2
Density functional theory data (ωB97M-V with the def2-TZVPD basis set) for 10 unconnected molecules or ions with the total composition C37H64O30 at a distorted geometry.

Properties
Energy (Eh): -3705.3844
Energy relative to the best compared isomer or geometry (same formula, charge and spin) (kcal/mol): 0.0
E_HOMO (alpha / beta) (Ha): 0.0109 / -0.3210
LUMO (alpha / beta) (Eh): 0.0676 / 0.0673
Charge: -1
Spin multiplicity: 2

CARTESIAN COORDINATES (ANGSTROEM)
H 3.03 -4.46 -6.97
O 0.06 -6.88 -1.05
C 4.05 0.50 2.40
H -4.55 0.45 1.98
C -3.70 -2.40 -2.56
H 5.95 -0.41 2.01
O 0.78 -2.32 -7.28
H 2.51 0.19 -2.92
O 4.96 2.69 4.06
H 1.81 -4.59 -5.72
C -5.40 -3.51 -3.78
H 3.30 5.96 2.95
H -1.03 -6.00 2.33
H -5.42 -2.79 -4.60
C -0.60 3.19 -2.38
C 0.05 -5.89 -1.74
C -0.85 -4.96 2.05
O 1.12 7.68 5.18
H -4.16 3.41 2.90
O 0.95 -0.70 -0.55
C -5.50 0.96 3.87
O -2.83 -2.77 -1.72
H 2.84 -3.12 -1.67
C -3.89 2.41 2.55
C 3.16 0.25 -2.04
H 1.30 7.00 0.94
H -1.66 -4.39 2.53
O -6.88 0.82 3.45
H -1.06 2.83 -1.46
C -0.65 7.49 1.40
H 3.06 -2.27 -4.81
O -0.89 1.17 -3.54
H -0.75 8.14 0.53
O 1.07 1.37 0.56
H 4.91 5.30 3.23
O -1.36 6.30 1.22
H -0.60 -2.84 -4.86
O -4.17 -3.57 -3.11
H 4.21 -4.09 -1.24
H 3.49 -4.15 -2.83
H 2.86 -2.39 -7.33
H -2.62 -6.39 -1.94
H 1.56 -2.74 1.85
C 0.78 -3.03 2.56
H -0.54 2.59 5.58
H -2.68 -5.85 -3.61
H -1.06 7.99 2.28
H -1.06 1.06 0.71
C -0.69 5.27 1.55
H -0.32 4.56 7.08
O -3.95 -1.27 -2.93
C 0.35 -3.30 -8.00
H 1.88 -1.04 -5.30
O 1.06 -5.05 -2.01
C -1.19 -1.93 -4.93
H -2.30 2.51 -3.78
O -1.47 0.64 -5.62
C 2.07 -2.11 -5.24
H -1.47 -1.72 -5.96
C 3.85 5.18 3.47
H -6.31 -3.31 -3.22
O 3.47 1.84 2.40
C 1.17 6.51 5.57
C -0.99 0.36 -4.57
H 0.09 0.13 1.66
C 0.25 4.51 6.16
C -2.05 -6.32 -2.86
C 2.36 -5.23 -1.36
O -5.99 1.82 1.69
H -0.14 -2.53 2.26
H 1.31 -5.10 2.30
H 0.57 3.24 4.37
O 2.56 0.96 -0.98
C 0.68 6.99 1.83
H -3.43 2.63 1.59
C 5.49 0.57 1.88
H -0.79 2.93 -4.53
O 0.08 5.76 5.56
O -0.94 -5.45 -2.58
O 3.34 3.94 3.03
H -0.97 -1.91 -1.72
H -5.47 1.74 4.63
H 3.74 5.39 4.53
H 4.00 0.05 3.39
C 2.04 -2.68 -6.68
O 2.16 5.80 6.15
H -1.53 -2.31 -0.28
C -0.19 3.51 5.10
O -1.18 4.16 1.52
H -2.36 -0.88 -1.02
O -8.19 1.92 1.86
H 4.12 0.72 -2.26
H 2.09 -5.14 -0.31
C 1.73 4.54 6.53
H 3.37 -0.76 -1.71
O 1.13 -3.66 5.93
C 3.99 2.86 3.21
H -0.71 4.27 -2.26
O -0.64 -3.22 -8.70
H 3.48 -0.14 1.73
O 1.14 -2.72 3.88
H -1.04 -4.82 0.99
H 1.15 7.48 2.69
H -0.26 1.81 2.13
H 2.29 3.86 5.89
C 3.26 -4.12 -1.77
H -2.09 -2.43 -4.55
C 2.01 -4.19 -6.72
C -7.14 1.56 2.35
C 1.44 0.42 -0.34
H -4.91 0.15 4.29
O 0.37 -4.78 4.14
H 2.85 -6.14 -1.71
C -0.14 1.13 1.29
H 1.41 -2.66 -4.57
O 1.01 -4.42 -7.71
C -1.22 2.50 -3.62
H -5.60 -4.44 -4.31
C 0.86 -3.67 4.74
C -1.92 -1.86 -1.19
C 0.48 -4.53 2.71
C -4.93 1.33 2.49
H -3.02 2.15 3.16
H -1.73 -7.32 -3.19
H 0.43 2.94 -2.15
O 0.39 5.69 2.24
H 5.50 0.79 0.82
H -1.00 3.95 4.51
H 6.12 1.24 2.46
O -0.71 -0.85 -4.10
H 1.96 4.49 7.60



# 3
Density functional theory data (ωB97M-V with the def2-TZVPD basis set) for a molecular structure, C37H66BaN6O4Si.

Properties
Energy (Eh): -2394.1566
Energy relative to the best compared isomer or geometry (same formula, charge and spin) (kcal/mol): 11.8
E_HOMO (alpha / beta) (Ha): -0.2402 / -0.2403
LUMO (alpha / beta) (Eh): -0.0320 / -0.0319
Spin multiplicity: 1

CARTESIAN COORDINATES (ANGSTROEM)
C 3.86 -4.53 1.21
N -0.66 1.70 -5.30
H 1.03 -4.76 -0.73
H 2.39 -3.66 -0.89
H 0.59 5.25 -3.97
C -4.05 1.23 3.33
H -2.82 -1.39 6.35
C 1.27 -2.92 4.23
C -0.58 5.52 -0.82
H 3.45 -1.71 5.36
H 0.01 3.26 -0.30
H -4.46 0.72 -0.65
C 2.08 -4.62 -0.50
H 2.66 -5.41 -1.00
O 0.54 -2.51 0.18
O 1.78 1.50 1.01
H 1.47 5.79 -2.54
H -0.84 6.58 -0.94
H -0.58 2.53 -5.86
H -4.35 3.81 -0.28
C -5.15 -0.06 5.87
H 0.35 5.46 -0.23
H 2.88 -1.74 7.04
Si 2.95 1.67 2.10
C -3.73 0.50 5.75
H 2.52 -6.89 0.82
H 4.06 3.63 1.03
H 4.22 0.40 -2.46
H 4.50 0.10 3.30
H 5.41 -0.03 -0.28
H -5.84 1.83 -0.74
H 6.05 -1.06 -1.57
H 2.49 -4.58 3.60
C -2.65 0.50 1.48
N -0.46 3.06 -3.47
O -2.37 0.53 0.26
H 3.06 2.60 4.44
C 0.39 -1.98 3.79
H 1.96 -5.13 5.80
C 2.52 -4.22 6.02
C 0.47 5.71 -2.99
C -3.79 1.26 2.00
H 0.91 -6.34 1.29
H -0.12 -2.04 6.49
C 1.70 -2.96 5.69
N -0.43 4.94 -2.14
H 3.93 -0.60 1.78
H -0.19 -3.80 6.38
H 4.93 -1.73 -0.37
H 0.77 -3.02 7.65
C -3.70 1.95 6.26
H 0.03 -1.25 4.49
H 4.85 2.13 0.54
H 2.01 -0.81 5.82
N -0.91 -1.04 1.93
C -2.81 -0.33 6.64
H -5.89 0.46 0.38
H 2.03 3.59 3.40
H -6.46 2.09 2.21
C 2.35 -4.74 1.01
N -0.20 2.78 -1.18
H -5.48 -0.05 6.91
H -1.78 0.02 6.59
C 2.32 2.56 3.64
H 2.87 -0.58 3.19
H 4.43 -5.22 0.57
H -5.19 -1.08 5.50
H -5.43 3.50 2.52
O 2.80 -0.27 -1.11
N 0.09 0.77 -3.27
C -5.78 2.81 1.75
H 3.77 -1.31 -2.54
H -3.14 -0.26 7.68
H 2.75 -4.22 7.09
H -3.34 3.85 1.18
H -4.90 1.79 3.71
Ba 0.20 0.13 -0.39
H -6.35 3.38 1.02
C 3.99 -0.49 -1.85
H -2.69 2.36 6.19
C 0.71 -2.69 1.40
H 2.22 -6.37 2.47
H -2.92 2.76 -0.16
H 0.18 -0.04 -3.87
C -0.31 1.77 -3.96
C 0.46 -2.95 6.61
C -3.74 3.20 0.40
H -1.70 -0.86 4.53
H -0.99 3.67 -4.07
C 0.02 -1.86 2.42
H -0.44 0.85 -5.78
H 5.19 2.82 2.12
H -4.37 2.59 5.69
C 5.17 -0.85 -0.96
H 1.43 2.04 4.01
C 3.63 0.00 2.65
C -1.86 -0.28 2.45
H 2.91 0.48 -0.49
H 0.07 6.71 -3.13
H 4.14 -3.51 0.95
H -4.02 1.98 7.31
H 3.46 -4.24 5.48
H -5.87 0.54 5.29
C -4.62 2.10 1.03
C -5.23 1.22 -0.07
C 2.56 -1.73 6.00
H 4.17 -4.70 2.25
C -2.24 -0.24 3.84
C 1.82 -3.81 3.25
C -3.29 0.47 4.29
C -0.33 3.55 -2.17
C 1.60 -3.74 1.91
C 1.98 -6.17 1.43
C 4.40 2.65 1.39
H -1.38 5.03 -0.28